Density functional theory data (ωB97M-V/def2-TZVPD) for a molecular structure, C29H36IrN12P.

Calculated values
**Relative energy (zero: lowest compared OMol25 entry of this formula, charge and spin)**: 0.0 kJ/mol
**Charge**: +2
**HOMO-LUMO gap**: 7.4 eV
**F_max**: 0.7 eV/A

Each line ends with the Mulliken charge.
Geometry (Å):
Ir -0.863 0.015 -0.336  2.01
C 0.543 -4.897 -2.327  -0.87
N 0.002 -3.541 -2.317  0.26
C -0.417 -2.848 -3.417  -0.73
C -0.821 -1.621 -2.981  -0.68
N -0.639 -1.566 -1.630  0.32
C -0.138 -2.737 -1.241  0.05
P 0.150 -3.243 0.488  -0.41
C 1.187 -1.827 0.975  -0.08
N 0.906 -0.568 0.654  0.49
C 1.915 0.211 1.147  -0.66
C 2.822 -0.599 1.764  -0.79
N 2.354 -1.880 1.650  0.19
C 3.039 -3.080 2.120  -0.87
C -1.402 -2.552 1.157  -0.03
N -1.885 -1.361 0.818  0.40
C -3.102 -1.221 1.426  -1.17
C -3.362 -2.362 2.128  -0.70
N -2.293 -3.194 1.944  0.17
C -2.167 -4.544 2.487  -0.83
H 0.546 -5.254 -3.352  0.35
H 1.564 -4.896 -1.950  0.34
H -0.075 -5.558 -1.723  0.34
H -0.397 -3.278 -4.403  0.51
H -1.245 -0.798 -3.531  0.63
H 1.944 1.279 1.014  0.46
H 3.751 -0.371 2.257  0.51
H 3.985 -2.781 2.562  0.34
H 2.442 -3.591 2.872  0.32
H 3.236 -3.753 1.288  0.35
H -3.693 -0.327 1.321  0.77
H -4.214 -2.652 2.719  0.53
H -2.879 -4.656 3.300  0.33
H -2.385 -5.284 1.719  0.32
H -1.162 -4.701 2.868  0.35
C 0.428 5.456 -0.526  -1.50
C 0.624 4.064 0.079  -0.45
C 1.642 3.231 -0.673  0.84
C 2.969 3.644 -0.604  -0.90
C 3.980 2.943 -1.237  -1.32
C 3.668 1.804 -1.957  -0.56
C 2.361 1.340 -2.044  1.08
C 2.083 0.123 -2.895  -0.38
C 2.756 -1.153 -2.389  -1.04
C 1.349 2.058 -1.395  -1.08
N -0.004 1.576 -1.439  0.38
C -0.910 2.340 -1.983  0.34
C -2.250 1.917 -1.958  -0.78
C -3.456 2.406 -2.467  -0.92
C -4.416 1.444 -2.176  -1.06
C -3.767 0.404 -1.500  -0.58
N -2.464 0.689 -1.361  0.27
H -0.201 6.070 0.118  0.46
H -0.047 5.407 -1.507  0.28
H 1.381 5.969 -0.653  0.38
H -0.335 3.557 0.143  0.10
H 0.980 4.178 1.107  0.57
H 3.208 4.535 -0.036  0.53
H 5.001 3.296 -1.190  0.43
H 4.449 1.275 -2.489  0.51
H 2.436 0.327 -3.909  0.55
H 1.009 -0.025 -2.966  -0.11
H 3.834 -1.023 -2.294  0.49
H 2.585 -1.981 -3.081  0.35
H 2.372 -1.434 -1.409  0.10
H -0.614 3.264 -2.468  0.64
H -3.596 3.335 -2.994  0.56
H -5.460 1.465 -2.440  0.47
H -4.184 -0.531 -1.161  0.64
N -1.298 2.774 5.524  -0.36
C -1.406 1.992 4.453  0.50
N -1.810 0.715 4.618  -0.33
N -1.093 2.514 3.282  -0.70
C -1.137 1.854 2.178  0.66
N -1.165 1.444 1.092  -0.37
H -1.508 2.456 6.453  0.20
H -0.993 3.724 5.392  0.25
H -2.207 0.413 5.492  0.24
H -2.039 0.179 3.798  0.13

Forces on the atoms, in the same order (eV/Å):
0.19 -0.06 0.09
0.00 -0.04 0.00
0.00 0.03 -0.01
-0.02 -0.01 0.04
-0.17 -0.01 0.02
0.37 0.41 -0.08
-0.17 -0.10 0.12
0.16 0.13 0.07
-0.06 -0.06 -0.24
-0.27 0.16 0.13
0.02 -0.02 0.03
-0.01 -0.04 0.00
0.05 0.06 -0.10
0.00 -0.04 0.03
-0.17 -0.14 -0.42
0.11 0.10 0.25
0.06 -0.01 0.10
-0.01 0.00 -0.02
0.05 0.10 0.06
-0.01 -0.07 -0.02
0.00 -0.01 0.00
0.00 -0.01 -0.01
0.00 0.00 0.00
-0.01 -0.01 -0.02
0.04 0.03 -0.01
-0.02 0.01 -0.01
0.01 -0.01 0.01
-0.01 -0.01 0.00
0.01 0.01 0.00
0.01 0.01 0.00
-0.04 0.03 -0.06
-0.01 -0.01 0.02
0.02 0.00 0.01
-0.01 0.01 0.00
-0.01 0.01 0.01
0.00 -0.02 -0.02
-0.02 0.02 -0.08
-0.01 -0.16 0.08
0.05 -0.05 -0.02
-0.03 0.03 0.00
-0.01 -0.02 -0.02
0.02 -0.01 -0.07
-0.07 0.03 0.04
0.01 0.05 -0.07
0.07 0.10 0.22
-0.08 -0.07 -0.14
-0.04 -0.11 -0.14
0.03 -0.02 0.00
0.07 -0.03 -0.04
-0.01 -0.06 -0.03
0.03 -0.04 0.00
-0.18 0.13 0.03
-0.02 0.00 0.00
0.01 -0.02 -0.02
0.00 0.02 0.01
-0.02 0.00 -0.02
0.00 -0.01 0.01
0.00 0.02 -0.01
0.02 -0.01 0.03
0.02 -0.02 0.00
0.00 0.02 0.00
0.06 0.01 -0.05
0.02 0.00 -0.01
-0.01 0.01 0.01
-0.02 -0.02 0.12
0.02 0.02 0.01
-0.01 0.02 -0.02
-0.01 0.01 0.00
-0.02 -0.01 0.09
0.02 0.02 -0.02
-0.15 -0.16 0.09
0.04 0.12 -0.05
0.21 0.14 0.00
-0.19 0.36 -0.20
0.15 -0.64 0.29
-0.01 0.00 0.00
0.00 -0.01 0.00
0.01 -0.02 0.00
-0.04 -0.05 0.02

***

Density functional theory data (ωB97M-V/def2-TZVPD) for a molecular structure, C32H41AsBF5N7O7PPbS4.

Calculated values
**Relative energy (zero: lowest compared OMol25 entry of this formula, charge and spin)**: 215.4 kJ/mol
**Charge**: 0
**HOMO-LUMO gap**: 7.5 eV
**F_max**: 2.2 eV/A

Each line ends with the Mulliken charge.
Geometry (Å):
Pb 1.045 0.023 -0.079  1.56
C 1.733 -3.859 3.061  -0.94
N 1.091 -4.228 1.831  0.52
C -0.196 -4.667 1.763  -0.47
C -0.454 -4.954 0.460  -0.75
N 0.667 -4.701 -0.255  0.26
B 0.770 -4.913 -1.778  -0.17
N 0.147 -3.688 -2.505  0.77
C 0.112 -3.683 -3.867  -1.09
C -0.389 -2.497 -4.286  -0.23
N -0.665 -1.770 -3.165  0.41
C -1.239 -0.457 -3.146  -1.02
C -0.320 -2.509 -2.089  -0.68
S -0.695 -1.973 -0.486  -0.27
C 1.587 -4.241 0.584  -0.01
S 3.224 -3.842 0.043  -0.09
H 1.079 -4.155 3.880  0.38
H 1.879 -2.777 3.100  0.15
H 2.700 -4.357 3.145  0.31
H -0.817 -4.721 2.633  0.59
H -1.342 -5.311 -0.015  0.53
H 0.116 -5.869 -2.053  -0.17
H 1.917 -5.020 -2.090  -0.01
H 0.459 -4.526 -4.423  0.53
H -0.565 -2.107 -5.266  0.47
H -1.753 -0.285 -4.090  0.29
H -0.472 0.304 -3.004  0.33
H -1.943 -0.374 -2.317  0.37
F -1.552 -1.326 7.058  -0.32
C -1.118 -0.728 5.935  0.49
C -0.888 -1.463 4.779  -0.32
F -1.088 -2.797 4.771  -0.33
C -0.446 -0.846 3.621  -0.45
F -0.270 -1.637 2.549  0.47
C -0.193 0.532 3.548  0.40
S 0.369 1.372 2.154  -0.13
C -0.451 1.249 4.736  0.25
F -0.266 2.579 4.752  -0.34
C -0.896 0.647 5.897  0.15
F -1.120 1.386 6.994  -0.31
O 3.962 -4.918 1.223  -0.57
As 3.862 -1.971 1.423  -0.16
O 4.574 -1.060 -0.014  -0.38
O 2.478 -1.162 1.610  -0.02
C 5.335 -1.642 -0.949  -0.11
C 6.719 -1.774 -0.812  -0.52
C 7.459 -2.322 -1.843  -0.53
C 6.844 -2.743 -3.015  -0.67
C 5.471 -2.626 -3.152  -0.63
C 4.733 -2.078 -2.122  0.17
S 2.979 -1.838 -2.287  1.66
O 2.574 -2.492 -3.499  -0.63
O 2.361 -2.501 -1.060  -0.28
O 2.656 -0.427 -2.223  -0.86
H 4.229 -5.741 0.805  0.31
H 7.182 -1.448 0.108  0.49
H 8.531 -2.429 -1.738  0.39
H 7.438 -3.154 -3.815  0.42
H 4.939 -2.954 -4.032  0.55
O -0.673 1.678 -0.979  -0.43
P -1.644 2.664 -0.441  -1.58
N -2.359 3.483 -1.696  0.52
C -2.793 4.865 -1.686  -0.30
C -2.860 5.221 -3.167  -0.81
C -3.380 3.921 -3.781  -0.65
C -2.668 2.839 -2.964  -0.24
N -2.901 1.927 0.353  0.73
C -4.182 2.576 0.594  -0.25
C -5.026 1.524 1.333  -0.74
C -4.185 0.246 1.281  -0.68
C -2.766 0.790 1.240  1.34
N -0.971 3.896 0.451  0.49
C -1.357 4.330 1.787  -0.22
C -0.114 5.032 2.340  -0.66
C 0.650 5.450 1.085  -0.77
C 0.406 4.266 0.159  -0.24
H -2.090 5.477 -1.122  0.20
H -3.788 4.973 -1.230  0.20
H -1.862 5.441 -3.545  0.31
H -3.513 6.070 -3.362  0.39
H -3.166 3.834 -4.844  0.39
H -4.459 3.852 -3.634  0.30
H -1.740 2.520 -3.448  0.08
H -3.293 1.952 -2.817  0.18
H -4.627 2.850 -0.365  0.33
H -4.079 3.485 1.196  0.15
H -6.000 1.389 0.869  0.37
H -5.178 1.824 2.369  0.31
H -4.390 -0.310 0.368  0.33
H -4.352 -0.404 2.136  0.41
H -2.043 0.085 0.835  -0.89
H -2.446 1.091 2.246  -0.45
H -1.646 3.489 2.420  0.00
H -2.203 5.025 1.712  0.40
H 0.476 4.320 2.913  0.17
H -0.374 5.878 2.974  0.46
H 1.708 5.615 1.275  0.39
H 0.215 6.357 0.659  0.31
H 1.093 3.443 0.390  0.05
H 0.504 4.513 -0.900  0.30

Forces on the atoms, in the same order (eV/Å):
0.55 0.24 -0.08
0.57 0.40 0.70
-0.01 -0.01 -0.59
-0.41 -0.25 -0.35
-0.11 -0.17 0.59
0.22 -0.07 0.23
0.06 0.13 -0.08
-0.12 0.31 -0.08
-0.38 0.20 -0.50
0.07 -0.53 -0.28
0.32 -0.58 -0.03
-0.18 0.60 0.13
-0.47 0.49 0.58
-0.42 -0.25 0.30
0.17 0.09 -0.34
0.87 -2.01 0.54
0.10 -0.02 -0.04
-0.16 -0.16 0.00
-0.16 -0.05 0.00
-0.09 0.02 0.19
-0.20 -0.09 -0.06
-0.18 -0.35 -0.07
0.16 -0.06 -0.08
0.13 -0.17 -0.20
0.02 0.04 -0.21
0.01 -0.03 -0.02
-0.05 -0.03 -0.02
0.06 -0.01 -0.09
0.13 0.16 -0.32
0.03 0.06 -0.13
-0.04 -0.05 0.18
-0.02 0.20 0.10
0.04 0.45 0.15
-0.04 0.17 -0.01
-0.19 -0.32 0.71
-0.01 0.35 0.19
0.06 -0.29 -0.36
-0.02 -0.19 0.06
-0.09 -0.18 0.16
0.03 -0.17 -0.18
-0.32 0.52 0.08
1.85 0.15 0.54
-0.39 0.20 0.65
-1.17 0.54 0.06
0.64 -0.12 -0.27
-0.26 -0.04 0.16
0.00 -0.04 -0.08
-0.02 0.00 -0.01
-0.02 -0.12 -0.11
-0.59 0.24 0.16
-0.12 -0.03 -0.55
0.38 -0.16 0.02
-0.36 0.96 -0.63
0.41 -0.12 -0.14
-0.07 -0.04 -0.29
0.05 0.07 0.04
0.02 0.04 0.03
0.03 -0.09 -0.10
0.06 -0.02 -0.14
0.23 -0.22 0.00
-0.81 0.83 -0.06
0.30 -0.22 0.41
-0.04 0.38 0.05
-0.13 -0.12 0.06
0.07 -0.02 0.05
0.06 -0.33 -0.21
0.72 0.42 -0.14
-0.31 0.30 -0.26
-0.02 -0.10 0.03
0.08 0.09 0.00
0.01 -0.41 0.20
-0.25 -0.88 -0.24
-0.42 0.13 0.26
-0.06 0.03 -0.07
-0.03 -0.11 0.03
0.30 0.16 -0.30
-0.06 0.06 0.00
0.03 0.07 0.01
0.06 0.06 0.00
0.03 0.07 -0.03
-0.07 -0.01 -0.03
-0.04 0.00 -0.04
-0.07 -0.04 -0.02
-0.01 -0.01 -0.07
-0.02 0.08 0.06
-0.04 0.02 -0.02
-0.06 0.06 0.05
-0.05 0.03 0.03
0.01 -0.09 -0.06
-0.05 -0.09 0.04
0.01 -0.03 0.08
-0.01 -0.04 -0.04
-0.04 -0.02 0.01
0.03 -0.03 0.11
0.02 -0.01 0.05
0.00 -0.03 0.08
0.04 0.06 -0.04
0.05 0.02 -0.03
0.02 0.09 -0.04
0.14 0.02 -0.02